[1]
{"formula": "C30H26ClN3O13SiV", "method": "wB97M-V/def2-TZVPD", "gap_ev": [6.89, 6.42], "homo_energy_ev": [-5.396, -4.925], "charge": -1, "e_lumo_ha": [0.055, 0.055], "e_tot_ev": -108710.84620, "s_squared": 2.0651, "multiplicity": 3, "symbols": ["V", "O", "C", "O", "C", "O", "C", "C", "O", "O", "H", "H", "H", "H", "H", "O", "C", "O", "C", "C", "Cl", "N", "N", "C", "C", "O", "O", "C", "C", "C", "C", "C", "C", "H", "H", "H", "H", "H", "H", "O", "C", "O", "C", "C", "C", "C", "C", "C", "N", "O", "O", "H", "H", "H", "H", "C", "Si", "C", "C", "C", "C", "C", "C", "C", "H", "H", "H", "H", "H", "H", "H", "H", "H", "H", "H"], "positions_angstrom": [[-0.214, -0.270, -0.133], [2.438, -1.690, -0.471], [2.068, -0.650, 0.242], [1.808, 0.442, -0.240], [2.111, -0.912, 1.746], [0.844, -1.372, 2.172], [0.591, -2.740, 1.920], [0.057, -3.091, 0.492], [-0.036, -4.272, 0.206], [-0.292, -2.116, -0.235], [2.062, -1.531, -1.403], [2.291, 0.028, 2.277], [2.891, -1.652, 1.976], [-0.195, -3.041, 2.622], [1.485, -3.346, 2.111], [-3.685, 1.574, 3.918], [-4.258, 0.517, 3.380], [-5.304, 0.071, 3.794], [-3.556, -0.115, 2.234], [-3.972, -1.229, 1.514], [-5.404, -2.121, 1.649], [-3.051, -1.489, 0.548], [-2.061, -0.587, 0.609], [-2.330, 0.232, 1.623], [-1.291, 1.257, 1.853], [-1.423, 2.116, 2.735], [-0.312, 1.118, 1.069], [-3.040, -2.617, -0.310], [-2.813, -2.454, -1.669], [-2.797, -3.565, -2.492], [-3.027, -4.826, -1.971], [-3.244, -4.985, -0.614], [-3.240, -3.885, 0.226], [-2.809, 1.855, 3.491], [-2.603, -1.479, -2.074], [-2.585, -3.433, -3.542], [-3.034, -5.683, -2.625], [-3.400, -5.969, -0.200], [-3.365, -4.021, 1.289], [-1.050, -0.884, -3.406], [0.032, -1.386, -3.099], [0.805, -0.942, -2.210], [0.519, -2.603, -3.854], [0.216, -2.741, -5.206], [0.700, -3.820, -5.928], [1.487, -4.773, -5.312], [1.768, -4.647, -3.952], [1.281, -3.569, -3.218], [2.586, -5.622, -3.309], [2.942, -6.597, -3.970], [2.914, -5.436, -2.145], [-0.399, -1.990, -5.675], [0.473, -3.919, -6.979], [1.897, -5.608, -5.862], [1.485, -3.526, -2.158], [-1.736, 2.870, -0.845], [-1.391, 1.225, -1.831], [-3.188, 0.963, -2.533], [-0.211, 1.874, -3.197], [-0.595, 1.944, -4.532], [0.263, 2.443, -5.497], [1.533, 2.870, -5.145], [1.931, 2.803, -3.820], [1.065, 2.316, -2.857], [-2.087, 3.635, -1.534], [-0.846, 3.250, -0.356], [-2.500, 2.741, -0.083], [-3.542, 1.919, -2.908], [-3.896, 0.635, -1.774], [-3.213, 0.255, -3.351], [-1.575, 1.596, -4.817], [-0.059, 2.499, -6.529], [2.210, 3.249, -5.901], [2.922, 3.134, -3.538], [1.384, 2.270, -1.824]]}

---

[2]
{"formula": "C30H26CrNO6P", "method": "wB97M-V/def2-TZVPD", "gap_ev": [6.44, 5.60], "homo_energy_ev": [-9.791, -11.549], "charge": 1, "e_lumo_ha": [-0.123, -0.219], "e_tot_ev": -83008.34907, "relative_energy_kcal_mol": 0.0, "s_squared": 3.8262, "multiplicity": 4, "symbols": ["C", "C", "O", "P", "C", "C", "N", "O", "O", "C", "C", "H", "H", "H", "H", "H", "H", "H", "H", "H", "H", "H", "O", "C", "Cr", "C", "O", "C", "O", "C", "C", "C", "C", "C", "C", "C", "C", "C", "C", "C", "C", "C", "C", "C", "C", "C", "C", "C", "C", "C", "H", "H", "H", "H", "H", "H", "H", "H", "H", "H", "H", "H", "H", "H", "H"], "positions_angstrom": [[1.108, -6.592, -1.969], [1.619, -5.182, -2.153], [0.623, -4.261, -1.647], [0.600, -2.699, -2.061], [1.280, -1.802, -0.686], [2.636, -1.749, -0.445], [3.796, -1.693, -0.216], [1.088, -2.427, -3.430], [-0.949, -2.321, -1.752], [-2.018, -3.200, -2.176], [-3.332, -2.460, -2.093], [1.749, -7.289, -2.511], [1.122, -6.872, -0.912], [0.084, -6.685, -2.342], [2.553, -5.026, -1.598], [1.793, -4.967, -3.216], [0.584, -1.636, 0.118], [-1.825, -3.525, -3.213], [-2.033, -4.084, -1.521], [-4.123, -3.118, -2.457], [-3.564, -2.166, -1.064], [-3.310, -1.570, -2.730], [-2.101, 6.738, 1.492], [-1.589, 6.085, 0.673], [-0.532, 5.000, -0.476], [0.044, 4.222, 1.141], [0.421, 3.853, 2.181], [0.856, 6.247, -0.118], [1.663, 6.993, 0.270], [-1.319, 5.549, -2.437], [-2.258, 4.772, -1.746], [-1.884, 3.535, -1.211], [-0.574, 3.031, -1.371], [-0.153, 1.844, -0.629], [0.089, 1.069, 0.288], [0.369, 0.189, 1.338], [1.618, 0.409, 2.055], [2.695, 0.962, 1.327], [3.946, 1.138, 1.906], [4.156, 0.787, 3.244], [3.081, 0.313, 4.009], [1.814, 0.179, 3.438], [-0.699, -0.673, 1.806], [-1.936, -0.666, 1.114], [-3.017, -1.418, 1.562], [-2.889, -2.204, 2.714], [-1.631, -2.349, 3.312], [-0.534, -1.634, 2.832], [0.366, 3.849, -2.026], [-0.002, 5.091, -2.560], [-1.602, 6.524, -2.838], [-3.275, 5.136, -1.594], [-2.595, 2.938, -0.635], [2.528, 1.225, 0.282], [4.758, 1.528, 1.294], [5.149, 0.888, 3.684], [3.237, 0.043, 5.055], [0.966, -0.088, 4.070], [-2.031, -0.052, 0.218], [-3.961, -1.373, 1.020], [-3.761, -2.715, 3.126], [-1.500, -3.028, 4.155], [0.458, -1.818, 3.243], [1.398, 3.497, -2.088], [0.753, 5.710, -3.047]]}